The following is a DFT calculation (the ωB97M-V functional and the def2-TZVPD basis) of a single C3H3ClN2 molecule.

For the orbital gap (spin up / spin down), the calculation gives 7.9 / 7.8 eV. The value obtained for the largest force on an atom is 2.149 eV Å⁻¹. As for the LUMO energy (spin up / spin down): -0.47 / -0.47 eV. The value obtained for the energy above the lowest of the compared OMol25 structures with the same formula, charge and spin is 3.2248 eV.

Structure (XYZ):
```
9
C3H3ClN2 (the ωB97M-V functional and the def2-TZVPD basis)
Cl 1.811 1.816 2.409
N 0.845 -1.232 0.896
N 0.234 1.354 0.355
C 1.416 1.128 0.907
C -0.584 0.465 0.014
C -0.222 -0.973 0.352
H -1.442 0.714 -0.590
H -0.987 -1.686 0.051
H 2.248 0.859 0.274
```

These are the natural (NBO) partial charges, in e, on atoms 1 to 2:
1. Cl 0.07
2. N -0.38

The following is a DFT calculation (the ωB97M-V functional and the def2-TZVPD basis) of a single C3H3ClN2OS molecule.

The multiplicity is 3. For the orbital gap (spin up / spin down), the calculation gives 9.5 / 6.9 eV. The value obtained for the largest force on an atom is 3.568 eV Å⁻¹. As for the LUMO energy (spin up / spin down): 0.62 / -3.13 eV. The value obtained for the energy above the lowest of the compared OMol25 structures with the same formula, charge and spin is 0.0000 eV.

Structure (XYZ):
```
11
C3H3ClN2OS (the ωB97M-V functional and the def2-TZVPD basis)
Cl 3.314 -0.494 -0.184
S -3.199 0.623 -0.247
O 1.584 1.804 0.139
N -1.125 -1.290 0.181
N -0.427 0.845 0.100
C -1.445 -0.101 0.041
C 1.667 -0.516 -0.035
C 0.959 0.745 0.079
H 0.961 -1.447 -0.121
H -0.540 1.815 0.026
H -1.751 -1.983 0.022
```

These are the natural (NBO) partial charges, in e, on atoms 1 to 2:
1. Cl 0.14
2. S 0.11

Which formula does entry 2 have? C3H3ClN2OS